Run P
Here is the ion C6H6N3O2 with charge -1 from the Open Molecules 2025 dataset. Energies are from ωB97M-V/def2-TZVPD.

Results
E_HOMO (alpha / beta) = -2.191 / -2.189 eV
M = 152.1 g mol⁻¹
charge = -1
frontier orbital gap (alpha / beta) = 6.05 / 6.05 eV
LUMO (alpha / beta) = 3.856 / 3.856 eV

Last column: natural (NBO) charge in e.
Geometry (Å):
C (0.5684, 1.0569, -1.0512)  -0.506
H (1.2764, -1.8860, -1.0375)  0.203
H (0.0691, -2.7012, 0.6570)  0.336
H (-0.0763, 2.0240, -1.0349)  0.211
C (0.0896, 1.6404, 1.3841)  -0.673
H (0.6167, 2.1444, 2.1809)  0.251
C (0.2488, -1.5862, -1.1251)  -0.276
H (-0.2388, -1.7693, -2.2100)  0.148
C (-1.2513, 1.4787, 1.4021)  0.758
H (1.4195, 1.0666, -1.6918)  0.222
O (1.9787, 0.2944, 0.8721)  -0.679
C (-0.1975, -0.2185, -0.8255)  -0.032
O (-2.3813, 1.7836, 1.5138)  -0.533
N (-1.4603, -1.4875, 0.4745)  -0.259
N (-0.5179, -2.4469, -0.1463)  -0.513
N (-1.1008, -0.2901, 0.1562)  -0.216
C (0.9569, 0.8967, 0.4817)  0.558

=====

Run Q
Here is a structure of composition C6H6N3O2 from the Open Molecules 2025 dataset. Energies are from ωB97M-V/def2-TZVPD.

Results
E_HOMO = -3.635 eV
M = 152.1 g mol⁻¹
charge = -1
frontier orbital gap = 6.50 eV
LUMO = 2.869 eV

Last column: natural (NBO) charge in e.
Geometry (Å):
N (2.1537, -3.1883, 1.0034)  -0.368
C (1.7027, -2.2515, 0.4828)  0.262
H (-1.5141, 1.5494, -1.1069)  0.200
O (0.1839, 0.4259, 2.7693)  -0.516
H (2.1133, -1.5101, -2.0065)  0.231
N (0.6044, 1.1380, -2.8198)  -0.351
O (-1.9431, 0.3784, 2.2394)  -0.509
N (-0.7388, 0.4981, 1.9296)  0.493
C (1.1403, -1.1201, -0.1536)  -0.214
C (0.9673, 0.2389, -2.1512)  0.279
H (-2.3012, 0.1902, -0.2856)  0.196
H (0.3453, 1.4502, 0.3856)  0.186
C (-1.7198, 1.0915, -0.1464)  -0.630
C (-0.4228, 0.6815, 0.4983)  -0.419
C (1.4493, -0.8533, -1.4127)  -0.330
H (-2.3911, 1.7991, 0.3715)  0.197
H (0.3706, -0.5180, 0.4028)  0.293

=====

Here is how they stack up, most stable first: run P, run Q.

=====

Run P
Here is a cluster of 2 separate species, C2HF3O2 in total from the Open Molecules 2025 dataset. Energies are from ωB97M-V/def2-TZVPD.

Results
E_HOMO = -10.572 eV
M = 114.0 g mol⁻¹
charge = 0
frontier orbital gap = 10.80 eV
LUMO = 0.231 eV

Last column: natural (NBO) charge in e.
Geometry (Å):
O (-1.9291, 1.0184, -0.5896)  -0.583
H (0.3585, 1.2957, -0.7004)  0.530
C (1.1591, -1.4712, 0.2245)  0.641
O (0.1372, 0.7064, 0.1087)  -0.683
F (2.4184, -1.1137, -0.0132)  -0.346
C (-1.1473, 0.7895, 0.2756)  1.052
F (0.5450, -1.7732, -0.8328)  -0.308
F (-1.5417, 0.5480, 1.5271)  -0.303

=====

Run Q
Here is an isolated molecule of C2HF3O2 from the Open Molecules 2025 dataset. Energies are from ωB97M-V/def2-TZVPD.

Results
E_HOMO = -11.753 eV
M = 114.0 g mol⁻¹
charge = 0
frontier orbital gap = 12.53 eV
LUMO = 0.778 eV

Last column: natural (NBO) charge in e.
Geometry (Å):
C (0.4575, 0.2518, 0.4222)  0.703
F (-1.1189, -1.4567, 0.0161)  -0.310
O (1.4715, 0.9189, -0.1409)  -0.212
F (0.1136, 0.8244, 1.7247)  -0.340
F (-1.6811, 0.5639, -0.5495)  -0.306
H (-0.2254, -0.4519, -1.4613)  0.159
C (-0.6587, -0.2897, -0.4552)  0.512
O (1.6416, -0.3606, 0.4440)  -0.207

=====

Here is how they stack up, most stable first: run P, run Q.

=====

Run P
Here is an isolated molecule of C3H4ClFO from the Open Molecules 2025 dataset. Energies are from ωB97M-V/def2-TZVPD.

Results
E_HOMO = -9.804 eV
M = 110.5 g mol⁻¹
charge = 0
frontier orbital gap = 10.58 eV
LUMO = 0.776 eV

Last column: natural (NBO) charge in e.
Geometry (Å):
O (1.1611, 1.1530, 0.9516)  -0.699
C (-0.8825, -0.0009, -0.1029)  0.284
H (0.4991, -0.3054, -1.6374)  0.228
Cl (-2.3145, -0.8879, 0.3450)  -0.019
C (0.2840, -0.6767, -0.7331)  -0.493
H (0.4985, -0.7310, 1.4908)  0.208
H (1.1714, 1.9222, 0.2464)  0.496
H (0.3645, -1.7158, -0.7056)  0.235
C (0.4342, 0.0033, 0.6571)  0.088
F (-1.2157, 1.2391, -0.5118)  -0.327

=====

Run Q
Here is a cluster of 2 separate species, C3H4ClFO in total from the Open Molecules 2025 dataset. Energies are from ωB97M-V/def2-TZVPD.

Results
E_HOMO (alpha / beta) = -9.254 / -9.118 eV
M = 110.5 g mol⁻¹
charge = 0
frontier orbital gap (alpha / beta) = 8.99 / 7.99 eV
LUMO (alpha / beta) = -0.269 / -1.132 eV

Last column: natural (NBO) charge in e.
Geometry (Å):
H (-0.0037, 1.0689, -1.1205)  0.185
H (-0.3795, -0.6903, -1.7115)  0.185
H (-1.6728, -1.1034, 0.6109)  0.172
Cl (2.7370, -1.5532, 0.7512)  0.003
C (-0.4432, 0.1108, -0.9526)  -0.301
C (2.1640, 0.0179, 0.3569)  0.455
H (-0.9768, 0.4625, 1.0765)  0.165
O (2.4728, 1.0677, 0.7760)  -0.473
F (-2.5142, 0.6722, -0.0585)  -0.367
C (-1.3837, -0.0532, 0.2715)  -0.026

=====

Here is how they stack up, most stable first: run P, run Q.

=====

Run P
Here is an isolated molecule of C3H4ClFO from the Open Molecules 2025 dataset. Energies are from ωB97M-V/def2-TZVPD.

Results
E_HOMO = -9.686 eV
M = 110.5 g mol⁻¹
charge = 0
frontier orbital gap = 10.40 eV
LUMO = 0.715 eV

Last column: natural (NBO) charge in e.
Geometry (Å):
H (1.4719, -1.8315, 0.4315)  0.487
Cl (1.5678, 1.6564, 0.5945)  0.026
F (-1.5077, 0.4360, -1.3135)  -0.315
C (0.3643, 0.5691, -0.0321)  -0.127
C (-0.3101, -0.7266, 0.6156)  -0.104
H (-0.9550, -1.0921, -0.3428)  0.213
C (-0.3222, 0.9372, -1.0306)  0.181
O (0.8199, -1.4611, 1.1323)  -0.734
H (-1.0637, -0.3101, 1.3912)  0.209
H (-0.0650, 1.8227, -1.4462)  0.165

=====

Run Q
Here is an isolated molecule of C3H4ClFO from the Open Molecules 2025 dataset. Energies are from ωB97M-V/def2-TZVPD.

Results
E_HOMO = -10.543 eV
M = 110.5 g mol⁻¹
charge = 0
frontier orbital gap = 11.08 eV
LUMO = 0.538 eV

Last column: natural (NBO) charge in e.
Geometry (Å):
O (1.6763, -1.0899, -0.6167)  -0.483
F (0.0594, 1.6577, -1.0710)  -0.349
H (-0.0369, -2.2458, -0.6223)  0.130
H (-0.5907, -0.5136, 1.3107)  0.243
H (1.0889, 1.2692, 0.6211)  0.182
C (0.0921, 1.2295, 0.2327)  0.063
C (-0.3521, -0.3076, 0.2523)  -0.341
H (-0.5363, 1.8468, 0.8437)  0.176
Cl (-1.9264, -0.5271, -0.5373)  -0.042
C (0.5256, -1.3192, -0.4131)  0.423

=====

Here is how they stack up, most stable first: run Q, run P.

=====

Run P
Here is an isolated molecule of C3H5F3OSi from the Open Molecules 2025 dataset. Energies are from ωB97M-V/def2-TZVPD.

Results
E_HOMO = -9.711 eV
M = 142.2 g mol⁻¹
charge = 0
frontier orbital gap = 9.93 eV
LUMO = 0.217 eV

Last column: natural (NBO) charge in e.
Geometry (Å):
C (0.9520, 0.4827, -0.3583)  0.197
H (-1.9266, 1.6107, 0.9624)  0.239
C (1.9960, -0.6275, -0.5530)  0.870
H (-1.3880, 0.5857, -1.6910)  -0.136
Si (-0.9700, -0.1049, -0.4476)  0.937
F (1.6061, -1.6976, 0.0749)  -0.313
C (-1.8118, 0.6023, 1.1134)  -1.077
F (3.1731, -0.2309, -0.0572)  -0.310
H (-0.8915, -1.7222, -0.4604)  -0.124
F (2.0789, -0.9634, -1.8305)  -0.315
H (-2.7391, 0.0694, 1.2354)  0.244
O (1.3666, 1.5894, -0.1723)  -0.476
H (-1.4457, 0.4063, 2.1841)  0.263

=====

Run Q
Here is a cluster of 2 separate species, C3H5F3OSi in total from the Open Molecules 2025 dataset. Energies are from ωB97M-V/def2-TZVPD.

Results
E_HOMO = -11.481 eV
M = 142.2 g mol⁻¹
charge = 0
frontier orbital gap = 12.19 eV
LUMO = 0.704 eV

Last column: natural (NBO) charge in e.
Geometry (Å):
C (1.0570, 4.0907, 0.8957)  0.478
H (-1.5260, 0.7129, -1.0190)  0.234
H (0.9569, -1.1655, 0.6987)  -0.152
H (-0.0840, 0.3209, -1.9366)  0.255
C (-0.7478, 0.0731, -1.0347)  -1.045
Si (0.5174, 0.2431, 0.4072)  0.977
O (2.0915, 4.3484, 1.1476)  -0.475
C (2.2034, 1.0607, -0.2234)  0.680
F (1.8985, 2.1061, -0.9805)  -0.338
F (3.0002, 1.5184, 0.8158)  -0.357
F (3.0816, 0.2437, -0.9372)  -0.358
H (-1.1588, -0.9403, -1.0429)  0.249
H (0.4071, 1.1553, 1.5149)  -0.149

=====

Here is how they stack up, most stable first: run Q, run P.